[1]
ORCA calculation (ωB97M-V/def2-TZVPD) on C39H25BaN7O2PS2 as an isolated structure.

Each line ends with the Mulliken charge.
CARTESIAN COORDINATES (ANGSTROEM)
Ba -2.158 0.875 0.813  1.058
S -1.599 -1.221 2.905  -0.270
C -0.144 -0.469 3.578  0.484
C 0.813 -1.431 4.099  -0.044
N 1.545 -2.226 4.501  -0.638
C 0.178 0.849 3.640  0.600
S -0.772 2.245 3.164  -0.388
C 1.508 1.205 4.125  -0.226
N 2.561 1.548 4.445  -0.631
O -4.501 0.400 -0.484  -0.765
C -3.641 0.262 -1.376  -0.060
O -2.614 1.015 -1.482  -0.746
C -3.626 -0.938 -2.279  0.731
C -4.781 -1.381 -2.907  -0.437
C -4.724 -2.474 -3.760  -0.547
C -3.521 -3.141 -3.949  -0.776
C -2.373 -2.718 -3.293  -0.177
C -2.402 -1.607 -2.457  0.201
P -0.903 -0.986 -1.540  0.275
C -0.005 -0.049 -2.839  0.396
C -0.634 0.475 -3.963  -0.462
C 0.078 1.241 -4.879  -0.691
C 1.427 1.499 -4.680  -0.586
C 2.061 0.996 -3.551  -0.844
C 1.348 0.235 -2.636  -0.275
C 0.083 -2.541 -1.452  0.513
C 1.094 -2.927 -2.328  -0.090
C 1.796 -4.110 -2.127  -0.707
C 1.495 -4.925 -1.045  -0.540
C 0.486 -4.554 -0.165  -0.558
C -0.210 -3.371 -0.366  -0.695
H -5.714 -0.860 -2.727  0.457
H -5.617 -2.809 -4.273  0.383
H -3.478 -4.001 -4.605  0.432
H -1.446 -3.265 -3.425  0.404
H -1.690 0.295 -4.121  0.394
H -0.428 1.641 -5.749  0.407
H 1.982 2.087 -5.400  0.370
H 3.110 1.203 -3.376  0.444
H 1.848 -0.145 -1.752  0.578
H 1.342 -2.303 -3.178  0.481
H 2.583 -4.391 -2.817  0.423
H 2.050 -5.841 -0.882  0.374
H 0.256 -5.168 0.697  0.432
H -0.960 -3.068 0.359  0.165
N 9.454 3.403 0.738  -0.543
C 8.404 2.938 0.772  -0.006
C 7.082 2.347 0.815  0.569
C 6.889 1.048 0.355  -0.874
C 5.627 0.484 0.389  -0.431
C 4.561 1.217 0.895  0.497
C 4.751 2.508 1.372  -0.232
C 6.011 3.075 1.324  -0.870
N 3.269 0.657 0.935  0.791
C 2.931 -0.662 1.193  -1.214
C 1.580 -0.717 1.095  -0.627
N 1.072 0.525 0.760  0.750
C 2.103 1.312 0.659  -1.023
H 7.726 0.490 -0.042  0.412
H 5.460 -0.517 0.014  0.470
H 3.921 3.043 1.814  0.452
H 6.172 4.076 1.700  0.424
H 3.657 -1.388 1.515  0.603
H 0.933 -1.559 1.275  0.600
H 2.080 2.362 0.411  0.439
N -7.870 3.703 5.917  -0.468
C -7.055 3.306 5.212  -0.120
C -6.029 2.803 4.313  0.707
C -5.465 1.557 4.522  -0.604
C -4.493 1.117 3.635  -0.438
N -4.101 1.845 2.590  0.118
C -4.652 3.040 2.399  -0.455
C -5.618 3.573 3.235  -0.586
H -5.763 0.942 5.359  0.468
H -3.997 0.160 3.765  0.446
H -4.304 3.608 1.542  0.456
H -6.036 4.552 3.054  0.439

Calculated values
E_LUMO, eV: 1.644
E, hartree: -3198.3841
Relative energy (zero: lowest compared OMol25 entry of this formula, charge and spin), eV: 0.483
HOMO-LUMO gap, eV: 5.805
Net charge: -1

***

[2]
ORCA calculation (ωB97M-V/def2-TZVPD) on C39H26ClN4O5PSTl as an isolated structure.

Each line ends with the Mulliken charge.
CARTESIAN COORDINATES (ANGSTROEM)
Tl 0.176 0.042 -0.048  2.760
Cl 3.516 -3.865 5.723  -0.273
C 2.522 -3.229 4.437  0.045
C 1.731 -4.109 3.679  -0.640
C 0.940 -3.628 2.674  -0.777
C 0.878 -2.234 2.348  -0.106
O 0.099 -1.840 1.425  0.762
C 1.706 -1.368 3.140  1.326
C 1.745 0.053 2.934  -0.710
O 1.127 0.709 2.101  -0.459
C 2.511 -1.892 4.170  -1.012
H 1.763 -5.168 3.900  0.436
H 0.322 -4.296 2.088  0.382
H 2.411 0.600 3.628  0.167
H 3.123 -1.209 4.748  0.425
S 3.948 -0.590 -2.625  -0.358
C 4.089 0.950 -1.883  -0.486
C 3.025 1.236 -1.085  -1.016
C 2.061 0.194 -1.068  -0.719
C 2.416 -0.865 -1.854  0.421
C 1.656 -2.107 -2.007  1.141
C 2.082 -3.171 -2.801  -1.016
C 1.315 -4.320 -2.847  -0.554
C 0.151 -4.389 -2.099  -1.104
C -0.204 -3.284 -1.341  -0.411
N 0.523 -2.180 -1.303  0.180
H 4.956 1.563 -2.079  0.483
H 2.929 2.157 -0.525  0.437
H 3.002 -3.085 -3.364  0.414
H 1.628 -5.158 -3.458  0.399
H -0.475 -5.270 -2.111  0.434
H -1.099 -3.289 -0.731  0.554
O -2.119 -1.547 -2.942  -0.765
C -2.350 -0.782 -2.014  -0.103
O -1.634 0.203 -1.611  -0.377
C -3.616 -0.994 -1.188  0.404
C -4.731 -1.557 -1.800  -0.530
C -5.930 -1.663 -1.118  -0.663
C -6.025 -1.219 0.196  -0.746
C -4.911 -0.695 0.826  -0.456
C -3.696 -0.589 0.148  0.156
P -2.262 0.086 1.071  1.813
C -2.276 -0.866 2.630  0.406
C -2.854 -2.129 2.721  -0.794
C -2.694 -2.892 3.868  -0.891
C -1.950 -2.407 4.932  -0.680
C -1.352 -1.158 4.841  -0.979
C -1.505 -0.396 3.694  -0.744
C -2.948 1.725 1.499  1.116
C -3.340 2.099 2.779  -0.446
C -3.864 3.365 3.006  -0.698
C -3.993 4.264 1.960  -0.674
C -3.624 3.886 0.676  -0.506
C -3.116 2.620 0.444  -1.004
H -4.639 -1.893 -2.824  0.505
H -6.798 -2.082 -1.612  0.399
H -6.965 -1.287 0.728  0.418
H -4.978 -0.360 1.855  0.465
H -3.416 -2.524 1.885  0.364
H -3.146 -3.874 3.924  0.411
H -1.820 -3.008 5.823  0.406
H -0.745 -0.787 5.658  0.414
H -1.002 0.559 3.605  0.739
H -3.244 1.411 3.607  0.406
H -4.168 3.649 4.006  0.421
H -4.382 5.258 2.141  0.378
H -3.715 4.585 -0.146  0.447
H -2.838 2.314 -0.555  0.220
N -0.499 3.087 -1.928  -0.274
C 0.047 3.214 -0.680  0.606
O -0.167 2.301 0.161  -0.495
C 0.823 4.362 -0.392  0.454
C 0.985 5.373 -1.357  -0.284
N 1.093 6.171 -2.189  -0.689
C 1.491 4.499 0.844  0.074
N 2.073 4.632 1.834  -0.761
H -0.171 3.689 -2.664  0.226
H -0.833 2.164 -2.174  0.188

Calculated values
E_LUMO, eV: 2.239
E, hartree: -3469.3531
Relative energy (zero: lowest compared OMol25 entry of this formula, charge and spin), eV: 0.288
HOMO-LUMO gap, eV: 7.348
Net charge: -1

***

[3]
ORCA calculation (ωB97M-V/def2-TZVPD) on C39H26F12IN6PS2Zr as an isolated structure.

Each line ends with the Mulliken charge.
CARTESIAN COORDINATES (ANGSTROEM)
Zr 0.290 0.093 0.431  -0.167
C 4.116 2.081 -3.122  -1.346
C 3.817 2.386 -1.705  1.155
N 4.387 3.281 -0.965  -0.814
N 3.763 3.196 0.245  0.441
C 2.830 2.258 0.285  0.023
S 1.881 1.723 1.597  -0.321
N 2.848 1.733 -0.958  0.716
N 2.023 0.672 -1.326  -0.741
H 4.936 2.715 -3.448  0.381
H 3.248 2.278 -3.753  0.330
H 4.410 1.037 -3.250  0.296
H 4.057 3.793 1.005  0.198
H 1.312 1.018 -1.980  0.259
H 2.582 -0.061 -1.763  0.040
S 0.561 0.021 4.974  -0.262
C 0.368 -0.431 3.491  0.385
N 0.250 -0.754 2.337  -0.428
F 1.658 -7.837 3.670  -0.251
C 0.631 -7.449 2.905  0.852
F 0.412 -8.412 1.998  -0.238
F -0.455 -7.362 3.680  -0.263
C 0.930 -6.135 2.218  0.139
C 2.204 -5.918 1.704  -1.059
C 2.485 -4.733 1.050  -0.365
C 1.489 -3.765 0.903  0.587
C 0.223 -3.988 1.430  -0.072
C -0.059 -5.177 2.088  -0.943
P 1.844 -2.227 0.027  2.132
C 2.238 -2.619 -1.700  0.426
C 3.439 -3.211 -2.088  -0.172
C 3.678 -3.490 -3.425  -1.084
C 2.715 -3.182 -4.376  0.076
C 1.508 -2.609 -4.004  -0.955
C 1.274 -2.326 -2.668  -0.417
C 2.986 -3.415 -5.847  0.853
F 3.323 -2.253 -6.436  -0.244
F 3.983 -4.277 -6.038  -0.257
F 1.898 -3.880 -6.468  -0.251
C 3.352 -1.543 0.768  1.030
C 4.305 -0.874 -0.005  -0.838
C 5.278 -0.100 0.603  -1.209
C 5.301 0.010 1.988  0.317
C 4.401 -0.697 2.768  -1.115
C 3.425 -1.471 2.158  -0.743
C 6.328 0.922 2.614  0.742
F 6.240 2.151 2.057  -0.231
F 6.144 1.059 3.926  -0.275
F 7.570 0.481 2.405  -0.253
H 2.973 -6.669 1.828  0.459
H 3.485 -4.560 0.673  0.330
H -0.542 -3.228 1.357  0.027
H -1.040 -5.351 2.508  0.507
H 4.199 -3.447 -1.354  0.444
H 4.609 -3.949 -3.729  0.520
H 0.756 -2.395 -4.753  0.506
H 0.321 -1.892 -2.378  0.259
H 4.306 -0.968 -1.085  0.382
H 6.021 0.415 0.007  0.529
H 4.444 -0.627 3.846  0.531
H 2.702 -1.995 2.769  0.660
F -4.001 6.426 -5.650  -0.269
C -3.276 5.406 -6.118  0.788
F -4.061 4.673 -6.920  -0.239
F -2.292 5.914 -6.876  -0.239
C -2.705 4.558 -5.006  0.222
C -1.949 3.444 -5.352  -0.943
C -1.401 2.654 -4.361  -0.514
C -1.612 2.974 -3.016  0.504
C -2.379 4.089 -2.680  -0.681
C -2.923 4.883 -3.677  -0.566
C -1.041 2.163 -1.982  0.663
C -0.570 1.481 -1.083  -0.396
H -1.794 3.200 -6.395  0.407
H -0.816 1.782 -4.623  0.513
H -2.542 4.334 -1.639  0.492
H -3.515 5.750 -3.423  0.493
I -2.451 -1.316 -0.306  0.171
C -2.803 0.275 1.009  0.301
C -4.066 0.586 1.459  -0.692
C -4.176 1.650 2.344  -0.235
C -3.036 2.336 2.733  -0.827
C -1.813 1.945 2.227  -0.342
N -1.699 0.923 1.366  0.271
H -4.929 0.021 1.136  0.484
H -5.147 1.934 2.727  0.440
H -3.088 3.164 3.425  0.489
H -0.896 2.450 2.502  0.481

Calculated values
E_LUMO, eV: -6.664
E, hartree: -4510.8129
Relative energy (zero: lowest compared OMol25 entry of this formula, charge and spin), eV: 1.948
HOMO-LUMO gap, eV: 7.052
Net charge: +2

***

- Among the records above, which one has the lowest HOMO-LUMO gap?
  C39H25BaN7O2PS2